# C50H45CuGeN2O2S

A structure of composition C50H45CuGeN2O2S at a distorted geometry (ωB97M-V with the def2-TZVPD basis set, OMol25).

```
102
Properties=species:S:1:pos:R:3:lowdin_charge:R:1
Cu -1.19847 0.26866 -1.54313 0.527
C -3.15394 -2.36431 3.16073 -0.010
C -1.66148 -2.67702 2.86502 -0.515
C -0.87355 -1.39534 3.17234 -0.045
C -1.08547 -3.74710 3.81361 -0.057
C -1.41006 -2.98043 1.41440 -0.161
C -1.38721 -4.32452 0.99240 -0.031
C -1.36500 -4.73107 -0.30413 -0.065
C -1.24080 -3.72679 -1.29840 -0.466
S -1.05112 -3.93391 -2.98159 1.154
C -1.01377 -2.22371 -3.18988 -0.495
N -1.13287 -1.54226 -2.04595 0.007
C -1.24500 -2.39981 -0.93007 -0.270
C -1.30279 -2.00681 0.43254 0.065
C -0.91201 -1.49574 -4.52881 -0.220
C -2.11840 -0.96492 -5.07809 0.000
C -1.98892 -0.17679 -6.23041 -0.064
C -0.71646 0.01377 -6.76741 -0.064
C 0.45799 -0.46203 -6.17445 -0.105
C 0.31496 -1.14127 -4.99952 -0.229
H -3.22374 -1.90659 4.13747 0.082
H -3.70175 -3.27515 3.33954 0.074
H -3.63946 -1.74160 2.44870 0.077
H -0.81942 -1.28282 4.26075 0.096
H -1.29107 -0.58100 2.78987 0.001
H 0.13548 -1.53067 2.78766 0.097
H -1.10868 -3.46350 4.87690 0.092
H -0.07564 -3.82520 3.52144 0.073
H -1.59857 -4.69388 3.87606 0.071
H -1.50594 -5.07853 1.79721 0.120
H -1.33651 -5.80045 -0.54089 0.118
H -1.34136 -0.91490 0.57406 0.095
H -3.11333 -0.98329 -4.68483 0.111
H -2.81967 0.29624 -6.64647 0.086
H -0.72090 0.60528 -7.67751 0.104
H 1.43192 -0.21287 -6.67211 0.122
C -0.65570 3.38119 8.41597 -0.039
C -1.73355 3.32575 7.38143 -0.244
C -3.04263 3.55209 7.72293 -0.072
C -4.05298 3.50010 6.84210 -0.075
C -3.74482 3.25029 5.51558 -0.029
C -2.48952 2.96187 5.15519 -0.234
N -2.24804 2.70833 3.76711 0.085
C -1.69633 3.60395 2.90031 -0.204
C -1.31700 4.89370 3.32224 -0.019
C -0.63248 5.75285 2.45969 -0.093
C -0.31785 5.39049 1.15403 -0.106
C -0.78937 4.18057 0.68665 -0.041
C -1.39648 3.22496 1.54776 -0.038
C -1.73553 1.89242 0.91368 -0.560
O -2.32384 1.00859 1.53450 -0.001
O -1.32438 1.73790 -0.30713 -0.145
C -1.46530 2.90296 6.10290 -0.150
C -0.00924 2.60660 5.68245 -0.019
H -0.81100 4.23271 9.13308 0.102
H 0.30332 3.37733 7.99267 0.041
H -0.70260 2.54970 9.10516 0.083
H -3.29115 3.73927 8.76457 0.119
H -5.04704 3.71999 7.10599 0.094
H -4.42079 3.46680 4.69841 0.126
H -2.59749 1.86807 3.26292 0.135
H -1.46914 5.20876 4.37966 0.124
H -0.31656 6.72258 2.79361 0.093
H 0.10763 6.11461 0.47551 0.092
H -0.65676 3.90327 -0.32788 0.084
H 0.61414 3.50723 5.81077 0.090
H 0.01587 2.31884 4.65057 0.058
H 0.37982 1.77184 6.28834 0.088
C 2.39266 -4.52142 -0.58785 -0.073
C 2.20647 -4.83575 -1.94398 -0.105
C 2.13718 -3.81929 -2.86446 -0.157
C 2.05757 -2.45564 -2.50516 -0.274
C 2.16844 -2.18096 -1.14801 -0.092
C 2.29074 -3.19399 -0.17653 -0.063
Ge 1.99730 -1.13517 -3.92512 1.054
C 3.38905 -1.54208 -5.25444 -0.236
C 3.18171 -2.56766 -6.21417 -0.111
C 4.04128 -2.71909 -7.27197 -0.099
C 5.13825 -1.93444 -7.34157 -0.108
C 5.42755 -1.01935 -6.37468 -0.119
C 4.54074 -0.71708 -5.42337 -0.108
C 2.12775 0.67368 -3.23455 -0.264
C 1.72355 1.05553 -1.97993 -0.123
C 1.65572 2.40693 -1.68984 -0.081
C 1.98158 3.37655 -2.62161 -0.081
C 2.35927 2.97360 -3.89426 -0.079
C 2.39435 1.61004 -4.24272 -0.108
H 2.50737 -5.28108 0.17816 0.104
H 2.29247 -5.86300 -2.27240 0.104
H 2.14938 -4.05876 -3.98038 0.116
H 2.19110 -1.18288 -0.81536 0.060
H 2.51791 -2.87705 0.81025 0.094
H 2.25291 -3.10617 -6.26013 0.095
H 3.88832 -3.43660 -8.07226 0.111
H 5.78324 -1.89856 -8.21399 0.112
H 6.21297 -0.35640 -6.64211 0.102
H 4.74733 0.15879 -4.74961 0.121
H 1.56137 0.30627 -1.22459 0.068
H 1.23647 2.71216 -0.74046 0.093
H 1.89240 4.48121 -2.34213 0.133
H 2.67213 3.74444 -4.61336 0.106
H 2.56324 1.22793 -5.26528 0.090
```

DFT total energy = -6307.90141 Eh
HOMO-LUMO gap = 7.4 eV
E_HOMO = -7.24 eV
ΔE to the lowest compared entry with this formula, charge and spin = 103.3 kJ/mol
multiplicity = 1
M = 874.14 Da



# C50H46BrN8O2Rb

A structure of composition C50H46BrN8O2Rb (ωB97M-V with the def2-TZVPD basis set, OMol25).

```
108
Properties=species:S:1:pos:R:3:nbo_charge:R:1
Rb -0.36830 0.02705 -0.05352 0.852
C 4.08420 0.23088 6.42991 -0.638
C 3.47125 0.60815 5.10844 0.053
C 3.52145 1.86412 4.63571 -0.244
C 2.86233 2.22794 3.39403 -0.269
C 3.14941 3.44189 2.84102 0.145
N 2.46370 4.09492 1.87485 -0.569
C 0.99775 4.14738 1.81151 -0.223
C 0.34716 3.67924 0.52478 -0.455
C 0.34296 4.60037 -0.67344 -0.195
N 1.67409 4.87735 -1.27835 -0.546
C 1.94012 4.77100 -2.57946 0.181
C 1.63106 3.74394 -3.43084 -0.295
C 1.75608 3.98065 -4.85215 -0.154
C 1.52133 3.01452 -5.75432 -0.087
C 1.52273 3.28298 -7.23612 -0.614
C 1.25078 1.67780 -5.26843 -0.137
C 1.23262 1.33762 -3.96654 -0.165
C 1.04169 -0.10708 -3.62508 0.091
N 1.57274 -0.83833 -2.74572 -0.366
C 2.56074 -0.40051 -1.74892 -0.275
C 3.00530 -1.58590 -0.85992 -0.407
C 2.93909 -1.31424 0.64791 -0.205
N 1.59639 -1.47606 1.08505 -0.823
C 1.30476 -1.28523 2.47641 0.089
C 2.10550 -0.18401 3.19669 -0.029
C 2.77164 -0.41284 4.34463 -0.261
C 2.11288 1.18279 2.62663 0.507
O 1.66501 1.40751 1.51116 -0.618
C 1.27379 2.39673 -2.94610 0.565
O 1.04855 2.15090 -1.77411 -0.624
H 4.66273 1.05738 6.84874 0.194
H 3.30710 -0.04339 7.15105 0.209
H 4.74340 -0.63667 6.32380 0.203
H 4.03592 2.64007 5.20042 0.177
H 4.04570 3.95689 3.18978 0.162
H 2.96937 4.80025 1.37432 0.364
H 0.62778 3.49259 2.59159 0.270
H 0.69211 5.17522 2.05745 0.156
H 0.83359 2.76953 0.23054 0.302
H -0.69592 3.43238 0.75598 0.221
H -0.26497 4.13854 -1.44536 0.227
H -0.09811 5.57183 -0.43162 0.170
H 2.16130 5.64151 -0.84339 0.370
H 2.50346 5.60200 -3.00239 0.170
H 1.99344 4.98651 -5.19052 0.187
H 1.90787 4.27962 -7.45260 0.203
H 2.13406 2.55299 -7.77335 0.207
H 0.51006 3.21728 -7.64327 0.212
H 1.08797 0.88431 -5.99611 0.205
H 0.36902 -0.62450 -4.31786 0.178
H 3.42964 0.03055 -2.26236 0.172
H 2.15012 0.40043 -1.13266 0.234
H 2.32734 -2.41713 -1.06106 0.226
H 4.02150 -1.89985 -1.13789 0.163
H 3.68019 -1.99808 1.16405 0.096
H 3.35364 -0.28015 0.82252 0.109
H 1.56254 -2.24278 3.04423 0.089
H 2.79239 -1.43350 4.72208 0.198
Br -3.46434 1.22952 -0.41423 -0.001
C -4.27722 0.60881 -2.03514 -0.004
C -5.43712 1.22418 -2.41025 -0.294
C -6.08201 0.80881 -3.59934 -0.247
C -5.55266 -0.20808 -4.34114 -0.221
C -4.35372 -0.86058 -3.94143 0.019
C -3.81839 -1.93159 -4.69430 -0.301
C -2.64100 -2.51252 -4.29704 -0.211
C -1.95445 -2.05195 -3.14613 -0.319
C -2.41119 -1.03195 -2.32284 -0.312
C -3.64763 -0.44657 -2.76082 -0.198
H -5.85974 2.01397 -1.80074 0.207
H -6.99435 1.30672 -3.91119 0.191
H -6.04443 -0.53474 -5.25491 0.185
H -4.35215 -2.27888 -5.57342 0.180
H -2.23447 -3.33725 -4.87990 0.182
H -1.00736 -2.53981 -2.90492 0.195
N -9.32510 3.30024 6.40824 -0.357
C -8.23929 3.11987 6.08840 0.304
C -6.86241 2.89854 5.70262 -0.223
C -5.84431 3.11954 6.62396 -0.151
C -4.52272 2.92801 6.26674 -0.249
C -4.20356 2.50185 4.98166 0.300
C -5.22077 2.27410 4.06012 -0.254
C -6.53949 2.47912 4.41988 -0.132
N -2.87842 2.30232 4.60687 -0.404
C -1.81866 1.92376 5.42518 -0.090
C -0.73723 1.87193 4.61158 -0.060
N -1.08599 2.24047 3.32105 -0.447
C -2.35463 2.49256 3.34517 0.182
H -6.09830 3.44938 7.62285 0.218
H -3.72887 3.12019 6.97526 0.225
H -4.97278 1.91281 3.06906 0.246
H -7.33227 2.29452 3.70600 0.225
H -1.96175 1.61766 6.44787 0.227
H 0.26421 1.54243 4.85253 0.233
H -2.95773 2.79197 2.49526 0.199
N -0.12562 -0.99847 2.59276 -0.658
C -0.81059 -1.21466 3.69716 0.294
C -2.25907 -1.07034 3.65457 -0.319
C -3.06676 -1.28815 4.74585 -0.231
C -2.53702 -1.65997 6.00164 -0.414
C -1.15302 -1.83726 6.07791 -0.193
C -0.30998 -1.64353 4.98861 -0.406
H -2.69312 -0.80032 2.69386 0.198
H -4.14576 -1.17652 4.63343 0.180
H -3.17842 -1.83249 6.86006 0.179
H -0.71483 -2.15087 7.02521 0.174
H 0.74773 -1.82428 5.11004 0.194
```

DFT total energy = -5119.38832 Eh
HOMO-LUMO gap = 2.9 eV
E_HOMO = 0.22 eV
ΔE to the lowest compared entry with this formula, charge and spin = 82.8 kJ/mol
total charge = -2
multiplicity = 1
M = 956.34 Da



Q: The lowest DFT total energy belongs to which entry?
A: C50H45CuGeN2O2S



Q: Which of these has the highest HOMO-LUMO gap?
A: C50H45CuGeN2O2S



Q: multiplicity of number 2 (C50H46BrN8O2Rb)?
A: 1



Q: The lowest HOMO-LUMO gap belongs to which entry?
A: C50H46BrN8O2Rb